1.
DFT (wB97M-V/def2-TZVPD) results for a structure of composition C20H13AlIN5O2.

Its HOMO-LUMO gap is 9.152 eV.

ORCA input file:
```
! wB97M-V def2-TZVPD RIJCOSX def2/J DEFGRID3
* xyz 0 1
Al -0.13545 -0.51235 -1.00384
C 0.38290 -0.88829 0.78391
C 0.72317 -1.17546 1.91201
C 1.12796 -1.50596 3.24452
C 2.45543 -1.33229 3.63658
C 2.84633 -1.65244 4.92458
C 1.92094 -2.14899 5.83144
C 0.59923 -2.32378 5.44664
C 0.20129 -2.00469 4.16001
H 3.17037 -0.94624 2.92318
H 3.87697 -1.51564 5.22198
H 2.22929 -2.39940 6.83703
H -0.12403 -2.71027 6.15163
H -0.82745 -2.13689 3.85288
N 1.46276 -5.09474 -4.46396
C 1.62486 -3.99708 -4.15421
N 1.86606 -2.74409 -3.85119
C 1.36216 -1.96835 -3.03674
N 0.97262 -1.11284 -2.31539
I -4.86475 -4.39625 -1.16353
C -3.66417 -2.73007 -1.25551
C -4.06607 -1.41190 -1.37382
N -2.96477 -0.66246 -1.39420
N -1.86123 -1.42250 -1.30420
C -2.27272 -2.68311 -1.21172
H -5.04709 -0.97838 -1.44331
H -2.85444 0.35065 -1.47084
H -1.56504 -3.48800 -1.12233
O -2.49679 2.37934 -1.76232
C -1.30874 2.22207 -1.55975
O -0.84077 1.01751 -1.33458
C -0.30957 3.32096 -1.66512
C 1.05046 3.09647 -1.49300
C 1.94611 4.14805 -1.59967
C 1.48405 5.42593 -1.88033
C 0.12529 5.65378 -2.05491
C -0.77034 4.60444 -1.94848
H 1.42294 2.10144 -1.27947
H 3.00397 3.96939 -1.46519
H 2.18442 6.24570 -1.96406
H -0.23397 6.64961 -2.27453
H -1.83220 4.75712 -2.08019
*
```

Atomic partial charges in e from the Löwdin method, atoms 1 to 6:
1. Al 0.15
2. C 0.01
3. C -0.08
4. C -0.25
5. C -0.03
6. C -0.08


2.
DFT (wB97M-V/def2-TZVPD) results for a structure of composition C20H13AsN2O10STa at a distorted geometry.

Its HOMO-LUMO gap is 7.978 eV.

ORCA input file:
```
! wB97M-V def2-TZVPD RIJCOSX def2/J DEFGRID3
* xyz 1 1
Ta -0.92079 -0.51876 1.03215
O -1.80441 1.08757 1.24441
As -1.91878 -0.54836 4.25090
O -2.96519 -0.76007 5.43453
O -2.10446 -1.17129 2.63651
C -0.93263 1.08955 4.24297
C -1.45286 2.34619 4.47636
C -0.57628 3.43109 4.49145
C 0.78481 3.26771 4.28176
C 1.32761 2.00365 4.06011
C 0.44542 0.94416 4.05312
S 0.90576 -0.71122 3.80118
O 2.23752 -1.06947 4.07275
O -0.17249 -1.42215 4.57989
O 0.51777 -0.98217 2.33325
H -2.47203 1.77035 1.17923
H -2.50697 2.49318 4.67166
H -0.96426 4.42198 4.68608
H 1.43527 4.13117 4.31052
H 2.39032 1.85493 3.92568
N 4.17649 2.49244 -3.58532
C 3.42569 2.07531 -2.82350
C 2.48054 1.54663 -1.86533
C 1.20131 2.09074 -1.79349
C 0.29411 1.57966 -0.88054
C 0.64170 0.51886 -0.03445
C 1.93879 -0.00124 -0.11705
C 2.85596 0.50386 -1.02603
H 0.93035 2.90777 -2.44858
H -0.69439 2.01984 -0.84608
H 2.25517 -0.81766 0.52118
H 3.85638 0.09746 -1.08827
O -1.89993 -0.82993 -0.75565
C -1.12457 -1.83164 -1.05826
O -0.49003 -2.29040 -0.03529
C -0.94287 -2.28176 -2.41305
C -0.27070 -3.48773 -2.64116
C -0.05865 -3.90941 -3.94053
C -0.48703 -3.11919 -5.00204
C -1.13722 -1.92879 -4.73523
C -1.39468 -1.48240 -3.46063
N -1.58027 -1.08142 -5.87529
O -1.30570 -1.46844 -6.98942
O -2.19650 -0.07117 -5.60280
H 0.07000 -4.07768 -1.80138
H 0.44384 -4.84554 -4.13743
H -0.32240 -3.41391 -6.02860
H -1.91870 -0.55230 -3.30030
*
```

Atomic partial charges in e from the Löwdin method, atoms 1 to 6:
1. Ta 1.90
2. O -0.28
3. As 1.11
4. O -0.34
5. O -0.53
6. C -0.28


3.
DFT (wB97M-V/def2-TZVPD) results for a structure of composition C20H13CeF3N3O2S at a distorted geometry.

Its HOMO-LUMO gap (spin up / spin down) is 7.740 / 7.772 eV.

ORCA input file:
```
! wB97M-V def2-TZVPD RIJCOSX def2/J DEFGRID3
* xyz 0 2
Ce 0.07299 -0.64260 -0.34339
O 2.12606 0.11620 -0.33685
C 2.82416 1.15786 0.05707
C 4.22492 1.14882 -0.05108
C 4.97805 2.21999 0.37693
C 4.37190 3.34449 0.93426
C 3.00116 3.37731 1.04789
C 2.19948 2.30958 0.61266
C 0.77201 2.46353 0.75268
N -0.13342 1.65013 0.32234
N -1.44291 2.04989 0.60200
C -2.31721 1.20002 0.13502
O -2.01811 0.10148 -0.49610
C -3.75753 1.49848 0.33952
C -4.18768 2.74973 0.77788
C -5.53809 2.99543 0.95226
C -6.46915 1.99740 0.69735
C -6.04488 0.75152 0.26466
C -4.69377 0.50285 0.08225
H 4.69325 0.26987 -0.47292
H 6.05586 2.18225 0.28203
H 4.97018 4.17953 1.27065
H 2.51518 4.24526 1.47753
H 0.42717 3.36420 1.26307
H -3.45313 3.51762 0.97463
H -5.86868 3.96940 1.28803
H -7.52473 2.19282 0.83414
H -6.76768 -0.02907 0.06749
H -4.35066 -0.46321 -0.26029
F 1.20834 -5.02520 2.97660
C 0.12702 -4.50400 3.58279
F 0.19543 -4.87466 4.88123
F -0.96333 -5.10012 3.06973
C 0.07091 -3.00631 3.45552
C 0.08200 -2.22372 4.58907
C 0.02772 -0.83724 4.48399
C -0.02822 -0.28883 3.22142
N -0.03698 -1.03805 2.11630
C 0.00257 -2.38736 2.18654
S -0.04849 -3.26032 0.69084
H 0.13097 -2.69606 5.56033
H 0.02851 -0.20878 5.36081
H -0.07698 0.78248 3.06270
*
```

Atomic partial charges in e from the Löwdin method, atoms 1 to 6:
1. Ce 1.29
2. O -0.28
3. C -0.32
4. C -0.01
5. C -0.08
6. C -0.10


4.
DFT (wB97M-V/def2-TZVPD) results for the molecule C20H13N3O3 at a distorted geometry.

Its HOMO-LUMO gap is 8.974 eV.

ORCA input file:
```
! wB97M-V def2-TZVPD RIJCOSX def2/J DEFGRID3
* xyz 0 1
O -3.51764 -1.24253 2.67520
C -2.93439 -2.23971 2.16225
O -1.61992 -2.31101 1.73262
C -0.98122 -1.10895 1.38757
C -1.12488 0.18861 1.93021
C -0.19723 1.24028 1.58957
C 0.77913 1.06883 0.61649
C 1.65549 2.16894 0.08380
N 2.35789 2.21453 -1.02868
C 2.92634 3.45636 -0.93404
C 3.73314 3.88356 -2.12200
C 4.27051 3.06705 -3.16532
C 5.13500 3.63564 -4.17683
C 5.43121 4.93791 -4.07846
C 5.06793 5.70421 -2.98991
N 4.13099 5.17660 -2.11636
N 2.64480 4.11440 0.17888
O 1.79566 3.25983 0.89299
C 0.94158 -0.17549 0.10114
C 0.07166 -1.17424 0.45392
C -3.74843 -3.44863 2.01617
C -5.15889 -3.45932 2.11824
C -5.90264 -4.57294 1.74412
C -5.29188 -5.79167 1.49663
C -3.87672 -5.84338 1.28279
C -3.15130 -4.62162 1.56680
H -1.91109 0.40858 2.68145
H -0.32501 2.19280 2.02886
H 3.85237 2.05263 -3.16728
H 5.55136 2.97560 -4.99616
H 6.12723 5.29459 -4.81113
H 5.39328 6.73591 -2.83187
H 1.76950 -0.38226 -0.51639
H 0.13932 -2.14351 -0.03156
H -5.67676 -2.66345 2.54574
H -7.00991 -4.65107 1.98164
H -5.95045 -6.59128 1.22032
H -3.31819 -6.73387 0.88201
H -2.07786 -4.62193 1.59657
*
```

Atomic partial charges in e from the Löwdin method, atoms 1 to 6:
1. O 0.07
2. C -0.33
3. O 0.07
4. C -0.19
5. C 0.03
6. C 0.02


5.
DFT (wB97M-V/def2-TZVPD) results for a structure of composition C20H14BrF6N5O6S6SbTi at a distorted geometry.

Its HOMO-LUMO gap (spin up / spin down) is 5.318 / 5.113 eV.

ORCA input file:
```
! wB97M-V def2-TZVPD RIJCOSX def2/J DEFGRID3
* xyz -2 2
Ti 0.93709 0.09364 -0.56921
O -3.57156 -0.53919 -3.41087
C -3.74287 -1.34146 -2.34282
C -4.95948 -1.99997 -2.19515
C -5.17867 -2.85159 -1.12524
C -4.18326 -3.05870 -0.17785
C -2.97774 -2.39723 -0.30855
C -2.73602 -1.53112 -1.37698
C -1.47328 -0.80025 -1.42340
O -0.59484 -0.96141 -0.47582
N -1.23312 0.05408 -2.39668
N -0.05031 0.67214 -2.16802
C 0.40859 1.65967 -2.92607
C 1.51463 2.32931 -2.39454
C 2.24982 3.33506 -3.06439
C 3.32539 3.91033 -2.46000
C 3.68070 3.49334 -1.15936
C 2.94142 2.51054 -0.56140
N 1.87345 1.91845 -1.12363
H -2.66908 -0.13343 -3.32786
H -5.72409 -1.82890 -2.94244
H -6.13536 -3.34973 -1.02487
H -4.34024 -3.72895 0.65688
H -2.18462 -2.52938 0.41562
H -0.07608 1.92859 -3.85670
H 1.94191 3.60419 -4.06651
H 3.91975 4.65833 -2.96974
H 4.53193 3.91619 -0.64746
H 3.23548 2.14916 0.41476
F 0.07740 2.59079 4.26235
C 0.14885 1.46360 3.54099
F -1.03677 1.30027 2.91946
F 0.30043 0.46340 4.37296
S 1.41613 1.75211 2.17881
O 1.35797 0.56719 1.33118
O 2.64663 2.03480 2.82642
N 0.80686 3.05319 1.53853
S -0.33125 2.96037 0.44982
O -0.16969 3.87552 -0.62980
O -0.76998 1.60901 0.19956
C -1.80196 3.73967 1.37462
F -2.86256 2.92878 1.37185
F -1.52089 4.04012 2.64459
F -2.16983 4.88200 0.77831
S 3.03956 -1.67618 3.83186
Sb 4.13335 -0.90931 1.94386
S 3.25498 -0.57098 -0.82098
S 1.94547 -1.33280 -2.19384
S 5.36438 -2.80510 1.44696
Br -1.52614 -3.45512 3.56724
C -0.17398 -3.42981 2.24661
C 0.32692 -4.61677 1.74423
C 1.32387 -4.53371 0.79129
C 1.75060 -3.27944 0.37435
N 1.23307 -2.15046 0.83437
C 0.30454 -2.21994 1.78596
H -0.05013 -5.56872 2.09290
H 1.77887 -5.42333 0.38108
H 2.54866 -3.18621 -0.34847
H -0.07487 -1.28465 2.17123
*
```

Atomic partial charges in e from the Löwdin method, atoms 1 to 6:
1. Ti 0.59
2. O 0.04
3. C -0.27
4. C -0.03
5. C -0.10
6. C -0.10


6.
DFT (wB97M-V/def2-TZVPD) results for the molecule C20H14Cl2FN3O2 at a distorted geometry.

Its HOMO-LUMO gap is 8.319 eV.

ORCA input file:
```
! wB97M-V def2-TZVPD RIJCOSX def2/J DEFGRID3
* xyz 0 1
C -4.10919 -1.55320 0.99580
C -4.06789 -0.02033 1.17122
C -5.08390 1.00432 1.04602
C -4.53022 2.16840 0.88970
O -3.19745 2.08241 1.26646
C -2.95528 0.71456 1.39536
C -1.61326 0.08608 1.86341
N -0.96334 -0.77488 0.86842
C -0.00757 -0.19376 -0.02157
N 1.02713 0.42864 0.50472
C 1.83394 1.04039 -0.32152
O 2.88599 1.50042 0.29309
C 3.75409 0.49349 0.67080
C 4.39411 0.64794 1.92174
C 5.34189 -0.32955 2.40037
Cl 6.01683 -0.21534 4.03693
C 5.80234 -1.32780 1.56701
C 5.33768 -1.35639 0.25739
Cl 5.80565 -2.61772 -0.93545
C 4.28127 -0.47299 -0.12082
N 1.64526 1.22023 -1.58967
C 0.63852 0.65756 -2.19785
C 0.46580 0.80539 -3.56948
C -0.70889 0.42529 -4.06624
C -1.80013 -0.11643 -3.29075
F -3.02072 -0.33911 -3.84090
C -1.54615 -0.45958 -1.92144
C -0.30991 -0.03741 -1.37989
H -4.84419 -1.98160 1.66576
H -3.14399 -2.07243 0.95284
H -4.35014 -1.77655 -0.04749
H -6.16296 0.73252 0.96256
H -4.97935 3.05727 0.48685
H -0.91194 0.80560 2.23786
H -1.86843 -0.53410 2.71531
H -1.52254 -1.51105 0.35288
H 4.17827 1.52927 2.62437
H 6.54696 -2.04166 1.82063
H 3.73074 -0.74074 -1.04693
H 1.16085 1.48258 -4.11398
H -0.84770 0.63429 -5.15642
H -2.30223 -1.04406 -1.34712
*
```

Atomic partial charges in e from the Löwdin method, atoms 1 to 6:
1. C -0.02
2. C -0.20
3. C -0.06
4. C -0.12
5. O 0.04
6. C -0.19